Formula: C35H67Cl2N8O10
Source: OMol25
Level of theory: the ωB97M-V functional and the def2-TZVPD basis

The calculation puts the LUMO energy at -4.760 eV. Its total charge is +1.

```
122
C35H67Cl2N8O10 | OMol25 | the ωB97M-V functional and the def2-TZVPD basis
C 2.225 -3.265 2.686
C 1.701 -4.040 1.411
C 1.427 -3.059 0.179
C 2.636 -3.264 -0.824
N 3.894 -2.741 -0.208
C 4.329 -1.530 -0.783
C 3.369 -0.538 -1.236
N 3.703 0.647 -1.833
Cl 2.400 1.665 -2.276
C 5.034 0.986 -2.057
C 5.277 2.341 -2.789
C 4.858 2.222 -4.334
C 3.769 3.294 -4.758
C 2.486 2.650 -5.416
O 1.422 3.191 -5.255
O 2.541 1.478 -6.169
C 1.974 0.342 -5.484
C 1.094 -0.573 -6.423
C 6.107 0.085 -1.608
C 7.591 0.484 -1.835
C 5.769 -1.198 -0.954
C 6.850 -2.186 -0.453
O 6.671 -2.908 0.478
O 8.137 -2.243 -1.072
Cl 9.243 -1.964 0.201
H 2.057 -3.854 3.629
H 3.331 -3.099 2.609
H 1.653 -2.313 2.817
H 2.379 -4.888 1.133
H 0.714 -4.489 1.691
H 1.419 -1.986 0.504
H 0.472 -3.389 -0.303
H 2.771 -4.379 -0.909
H 2.432 -2.899 -1.864
H 4.618 -3.425 -0.466
H 2.291 -0.761 -1.082
H 4.732 3.192 -2.290
H 6.355 2.617 -2.779
H 4.499 1.202 -4.612
H 5.763 2.426 -4.966
H 4.147 4.034 -5.512
H 3.427 3.844 -3.850
H 1.327 0.645 -4.624
H 2.846 -0.300 -5.157
H 1.461 -0.565 -7.477
H 1.074 -1.615 -5.999
H 0.033 -0.209 -6.355
H 8.064 -0.083 -2.682
H 8.151 0.148 -0.918
H 7.764 1.581 -1.916
C 3.827 -1.110 5.632
O 2.946 -1.517 4.899
N 4.937 -0.449 5.225
C 5.948 0.007 6.159
C 5.119 -0.190 3.809
H 3.786 -1.255 6.724
H 6.043 1.093 6.084
H 6.904 -0.460 5.911
H 5.678 -0.257 7.181
H 4.280 0.405 3.441
H 5.137 -1.139 3.268
H 6.051 0.346 3.639
C 4.464 6.510 -1.815
O 4.965 5.542 -2.369
N 3.147 6.663 -1.569
C 2.613 7.837 -0.904
C 2.240 5.612 -1.985
H 5.072 7.358 -1.464
H 2.104 7.531 0.012
H 1.900 8.332 -1.567
H 3.410 8.536 -0.652
H 2.527 4.679 -1.492
H 2.320 5.476 -3.065
H 1.214 5.864 -1.724
C -2.251 -2.121 1.098
O -2.429 -2.519 -0.043
N -2.633 -2.769 2.219
C -2.383 -2.229 3.544
C -3.312 -4.046 2.093
H -1.744 -1.163 1.304
H -1.764 -2.935 4.102
H -3.334 -2.089 4.061
H -1.867 -1.271 3.482
H -2.666 -4.748 1.563
H -4.228 -3.913 1.515
H -3.556 -4.444 3.077
C -5.924 -1.686 3.346
O -5.711 -0.631 3.918
N -7.061 -2.410 3.439
C -7.241 -3.659 2.725
C -8.138 -1.923 4.282
H -5.173 -2.144 2.681
H -8.102 -3.568 2.060
H -7.420 -4.461 3.445
H -6.357 -3.900 2.136
H -8.453 -0.941 3.929
H -7.775 -1.826 5.308
H -8.981 -2.609 4.254
C -9.943 -0.941 1.181
O -9.950 -1.875 1.961
N -10.929 -0.024 1.055
C -10.850 1.064 0.101
C -12.103 -0.134 1.902
H -9.100 -0.766 0.492
H -10.898 2.015 0.636
H -11.690 0.995 -0.594
H -9.918 1.019 -0.462
H -11.798 -0.083 2.949
H -12.585 -1.098 1.727
H -12.803 0.671 1.686
C -2.650 2.301 -0.779
O -2.275 1.958 0.327
N -2.809 1.475 -1.839
C -3.259 1.956 -3.130
C -2.518 0.061 -1.674
H -2.897 3.352 -1.008
H -4.187 1.448 -3.400
H -2.495 1.740 -3.881
H -3.437 3.031 -3.103
H -3.158 -0.350 -0.894
H -1.476 -0.058 -1.368
H -2.689 -0.475 -2.606
```